## a
Computed, not measured: a cluster of 2 separate species, CH5BO3 in total, with wB97M-V/def2-TZVPD.

```
10
Properties=species:S:1:pos:R:3:mulliken_charge:R:1
B -1.2954 -0.8719 0.6859 0.532
C 1.1461 0.5606 -0.3898 -0.385
O -1.9315 0.2591 0.5682 -0.337
O -1.6109 -2.0498 1.0747 -0.395
O 0.8451 -0.7377 -0.0350 -0.616
H 0.3490 0.7358 -1.2269 0.132
H 2.2673 0.4505 -0.7005 0.193
H 1.1431 1.2350 0.4809 0.182
H -2.8158 0.2461 0.3180 0.317
H -1.0909 -2.7804 1.5075 0.377
```

orbital gap = 8.12 eV

## b
Computed, not measured: a cluster of 2 separate species, CH5BO3 in total, with wB97M-V/def2-TZVPD.

```
10
Properties=species:S:1:pos:R:3:mulliken_charge:R:1
C 1.4247 -0.4693 -0.0823 -0.522
O 0.5009 0.3963 0.6187 -0.329
B -0.0993 1.3890 0.0651 0.565
O -0.7888 2.2343 -0.4127 -0.518
H 2.3703 -0.0206 -0.6691 0.258
H 0.8398 -1.0585 -0.8323 0.284
H 1.7722 -1.1678 0.6598 0.261
O -2.2522 -0.5902 0.0375 -0.607
H -2.0747 -0.7230 1.0072 0.326
H -1.6928 0.0098 -0.3920 0.283
```

structure (SMILES) = COB=O.O
orbital gap = 11.67 eV

Which of them is the most stable, and which is the least stable? b and a, in that order.

## a
Computed, not measured: an isolated molecule of CH3P, with wB97M-V/def2-TZVPD.

```
5
Properties=species:S:1:pos:R:3:mulliken_charge:R:1
C -0.1894 -1.0083 1.0806 -0.411
P 0.0659 0.2227 0.0053 0.226
H -0.2923 -1.9343 0.4906 0.152
H 0.2225 0.8987 -1.1307 0.025
H 0.2307 1.4121 0.5852 0.007
```

structure (SMILES) = C#[PH2]
orbital gap = 9.57 eV

## b
Computed, not measured: an isolated molecule of CH3P, with wB97M-V/def2-TZVPD.

```
5
Properties=species:S:1:pos:R:3:mulliken_charge:R:1
C 0.4988 -0.3704 0.0712 -0.447
P -1.1435 0.0707 0.0372 -0.079
H 0.5028 -1.3886 0.1664 0.253
H 1.4150 0.1319 -0.3341 0.248
H -1.2732 1.5563 0.0594 0.025
```

structure (SMILES) = C=P
orbital gap = 9.44 eV

Which of them is the most stable, and which is the least stable? b and a, in that order.

## a
Computed, not measured: a cluster of 2 separate species, BrH2NO2S in total, with wB97M-V/def2-TZVPD.

```
7
Properties=species:S:1:pos:R:3:mulliken_charge:R:1
N -1.6885 0.3010 -0.7398 -0.457
O 1.5139 -1.3639 -0.0525 -0.324
O 2.6372 -0.2914 1.8181 -0.352
S 2.4403 -0.4219 0.4179 0.652
Br -0.4718 1.4065 0.1772 -0.018
H -2.1741 -0.4093 -0.2730 0.245
H -2.2569 0.7789 -1.3479 0.255
```

orbital gap = 8.75 eV

## b
Computed, not measured: an isolated molecule of BrH2NO2S, with wB97M-V/def2-TZVPD.

```
7
Properties=species:S:1:pos:R:3:mulliken_charge:R:1
N 0.9115 -0.0371 -0.5855 -0.396
S -0.6133 -0.1513 -0.1228 0.913
O -1.1782 -1.4640 -0.3125 -0.475
O -1.2783 1.0661 -0.5099 -0.458
Br -0.3845 0.4605 2.2849 -0.195
H 1.4434 -0.8215 -0.3588 0.286
H 1.0992 0.9474 -0.3954 0.325
```

structure (SMILES) = NS(=O)(=O)Br
orbital gap = 9.28 eV

Which of them is the most stable, and which is the least stable? b and a, in that order.

## a
Computed, not measured: a structure of composition C10H20Cl10, with wB97M-V/def2-TZVPD.

```
40
Properties=species:S:1:pos:R:3:mulliken_charge:R:1
Cl 18.8841 19.3707 6.9720 -0.194
C 17.2127 18.8790 6.4846 -0.423
C 17.0750 18.9642 4.9586 -0.548
Cl 18.1650 17.8464 4.1096 -0.105
H 16.4941 19.5490 6.9567 0.332
H 17.1020 17.8432 6.8054 0.296
H 17.3118 19.9868 4.6650 0.272
H 16.0386 18.8011 4.6630 0.357
Cl 24.5686 14.5893 0.3364 -0.069
C 24.1585 16.2363 -0.3160 -0.056
C 25.4381 17.0866 -0.3468 -0.479
Cl 26.6346 16.5499 -1.6131 -0.217
H 23.3942 16.7132 0.2977 0.094
H 23.6963 16.1948 -1.3023 0.343
H 25.9011 16.8753 0.6171 0.309
H 25.3131 18.1632 -0.4624 0.397
Cl 22.4082 15.1553 4.7398 -0.238
C 23.5830 14.1958 3.8653 -0.247
C 22.8323 13.3573 2.8756 -0.927
Cl 22.0680 14.4106 1.6254 -0.152
H 23.9665 13.5029 4.6142 0.402
H 24.3177 14.8772 3.4362 0.215
H 22.1274 12.6447 3.3039 0.396
H 23.5953 12.7212 2.4268 0.395
Cl 22.6229 16.6875 1.5080 -0.119
C 21.5139 16.5597 2.9877 -0.643
C 20.4395 17.6208 2.9424 -0.698
Cl 19.2464 17.1952 1.6384 -0.257
H 22.1113 16.6155 3.8977 0.444
H 21.1407 15.5427 3.1082 0.435
H 20.8551 18.6109 2.7553 0.454
H 19.8034 17.6945 3.8245 0.391
Cl 22.1957 15.2090 -2.1135 -0.278
C 21.9111 14.7362 -0.4813 1.459
C 20.4099 14.7857 -0.2298 -0.390
Cl 19.8174 16.3949 -0.5333 -0.210
H 22.4060 15.4367 0.1914 -2.166
H 22.4139 13.7883 -0.2899 0.640
H 20.1169 14.5018 0.7810 0.327
H 19.8422 14.1550 -0.9139 0.454
```

orbital gap = 8.42 eV

## b
Computed, not measured: a cluster of 5 separate species, C10H20Cl10 in total, with wB97M-V/def2-TZVPD.

```
40
Properties=species:S:1:pos:R:3:mulliken_charge:R:1
Cl -0.8357 0.2282 -5.3629 -0.162
C 0.1755 1.4542 -6.1261 -0.469
C 0.7147 2.4650 -5.0327 -0.503
Cl 1.5933 1.6419 -3.7142 -0.119
H -0.4165 1.9458 -6.8981 0.362
H 1.0111 1.0023 -6.6606 0.255
H -0.0385 3.1478 -4.6396 0.335
H 1.4225 3.0799 -5.5885 0.301
Cl 2.4742 -3.2308 -1.2916 -0.157
C 3.2744 -2.9482 -2.8921 -0.362
C 2.4167 -1.9095 -3.6176 -0.209
Cl 2.8959 -1.5486 -5.2877 -0.204
H 3.2291 -3.8589 -3.4894 0.329
H 4.2583 -2.5010 -2.7504 0.298
H 2.5191 -1.0440 -2.9630 0.008
H 1.3523 -2.0542 -3.8023 0.321
Cl 0.8666 1.8011 1.0435 -0.204
C 0.3384 0.1132 0.9487 -0.481
C 0.7273 -0.4299 -0.4778 -0.112
Cl -0.3516 -1.8727 -0.7663 -0.204
H -0.7425 0.0795 1.0853 0.231
H 0.9292 -0.4575 1.6651 0.366
H 1.7535 -0.7608 -0.6376 0.259
H 0.5484 0.3355 -1.2329 0.121
Cl -1.7111 -1.8887 2.8620 -0.119
C -1.7813 -2.5234 4.5480 -0.539
C -3.2162 -2.6901 5.0705 -0.450
Cl -3.8870 -1.0148 5.3990 -0.158
H -1.1623 -1.9609 5.2469 0.328
H -1.3072 -3.5000 4.4500 0.330
H -3.1660 -3.2686 5.9930 0.312
H -3.8974 -3.0659 4.3070 0.317
Cl -2.9658 2.3278 4.9201 -0.179
C -1.4028 2.3932 4.0287 -0.194
C -0.8787 3.8478 3.6684 -0.449
Cl -1.8971 4.5187 2.3446 -0.192
H -1.4371 1.7858 3.1243 0.030
H -0.6572 1.9160 4.6648 0.290
H 0.1594 3.9152 3.3429 0.298
H -0.9077 4.5292 4.5187 0.377
```

structure (SMILES) = ClCCCl.ClCCCl.ClCCCl.ClCCCl.ClCCCl
orbital gap = 10.98 eV

Which of them is the most stable, and which is the least stable? b and a, in that order.